This record from the Open Molecules 2025 dataset describes a cluster of 17 separate species, C40H38Cl64F8NO5S in total at a distorted geometry. The level of theory is wB97M-V/def2-TZVPD.

Output
2S+1 = 1
Strongest force on any atom = 9.21 eV Å⁻¹
LUMO level = -4.36 eV
Net charge = +1
Orbital gap = 7.56 eV

Each line ends with the Mulliken charge.
Atoms and positions in Å:
C: 3.96992 0.53123 3.57133  -0.573
C: 5.49338 1.11483 3.38743  -0.554
C: 5.57947 2.24407 2.19596  0.313
C: 5.07451 1.62100 0.75911  -0.689
C: 4.04467 2.70195 0.00536  -0.194
C: 2.49292 2.50572 0.49646  0.933
C: 1.74070 3.87493 0.99336  -1.006
C: 0.97052 4.71414 -0.18575  1.044
C: -0.63297 4.27646 -0.37218  0.118
C: -0.89442 4.38882 -1.99367  0.252
S: -0.44337 5.95953 -2.91010  -0.122
C: -0.35582 2.93437 -2.52672  0.239
O: 1.07783 2.71616 -2.77424  -0.162
C: 1.44311 3.01702 -4.16791  -0.395
C: 2.56380 4.20034 -4.34853  0.360
C: 3.82968 4.12208 -3.30968  -0.710
O: 3.14151 4.07066 -5.72614  -0.463
C: -0.72623 2.08592 -1.15187  -1.139
C: -0.84603 0.45771 -1.30182  -0.903
C: -2.09956 -0.06715 -2.21879  -0.379
O: -1.74804 -1.05501 -3.25087  -0.218
C: -1.11483 -2.25672 -2.68578  0.233
C: -2.05113 -3.11527 -1.64880  0.774
F: -2.12879 -2.57088 -0.27354  -0.230
F: -3.43781 -3.12730 -2.24708  -0.329
C: -1.59446 -4.68732 -1.54252  0.233
F: -1.86319 -5.40611 -2.83651  -0.241
F: -2.53865 -5.32390 -0.54935  -0.220
C: -0.08652 -4.93458 -0.94852  0.889
F: -0.20532 -5.91764 0.19275  -0.279
F: 0.56917 -3.73491 -0.37834  -0.287
C: 0.97379 -5.60858 -2.00673  -0.039
F: 0.99797 -4.96655 -3.35040  -0.044
F: 0.82982 -7.10051 -2.06153  -0.219
N: -0.90696 2.81136 0.02759  1.350
C: -1.29070 2.24062 1.38989  -0.627
C: -2.94694 2.01219 1.43423  0.175
O: -3.45518 0.90491 0.83582  -0.306
O: -3.89455 2.95791 2.05370  -0.396
H: 3.61879 -0.12251 2.65282  0.117
H: 3.91251 -0.17489 4.51429  0.255
H: 3.18430 1.39928 3.74400  0.167
H: 6.21547 0.21132 3.13820  0.208
H: 5.80892 1.66836 4.39534  0.251
H: 4.87101 3.17345 2.42266  0.170
H: 6.68498 2.64991 2.00193  -0.249
H: 6.01700 1.52388 0.03515  0.392
H: 4.61500 0.54258 0.82803  0.255
H: 4.07544 2.38053 -1.14390  -0.320
H: 4.44021 3.80272 0.03859  0.325
H: 1.93636 1.90419 -0.33880  -0.394
H: 2.53013 1.78416 1.44592  -0.286
H: 2.59998 4.59478 1.40396  0.531
H: 1.03349 3.68712 1.92917  0.079
H: 1.55274 4.74800 -1.20627  -0.306
H: 0.92429 5.84616 0.19057  -0.701
H: -1.18552 5.10663 0.28398  0.029
H: -2.07764 4.24693 -2.05229  -0.370
H: 0.35911 6.77558 -2.05121  0.051
H: -0.94006 2.36038 -3.36245  0.838
H: 0.46220 3.39899 -4.72773  0.332
H: 1.77954 1.99560 -4.68519  0.271
H: 2.10751 5.27558 -4.26455  -0.040
H: 4.67193 4.87356 -3.61865  0.483
H: 3.52809 4.37300 -2.18342  -0.118
H: 4.28756 3.02252 -3.31893  0.200
H: 3.95604 4.68217 -5.67319  0.320
H: -0.79466 -0.08953 -0.24206  0.350
H: 0.14588 0.10370 -1.86391  0.401
H: -3.00381 -0.42949 -1.54093  0.175
H: -2.51446 0.88934 -2.79751  0.431
H: -0.03861 -2.05352 -2.21116  0.254
H: -0.89731 -2.97958 -3.61051  -0.310
H: 2.05891 -5.42245 -1.54510  0.021
H: -0.76518 1.20948 1.56840  0.288
H: -1.02833 2.94694 2.29176  0.552
H: -3.44161 3.57765 2.69822  0.351
C: 1.90545 -2.44062 -6.16728  0.188
Cl: 3.14790 -3.65065 -6.57555  -0.085
Cl: 0.33491 -3.25282 -5.94756  -0.013
Cl: 2.35991 -1.60846 -4.65881  -0.066
Cl: 1.77910 -1.25053 -7.48720  -0.043
C: 3.10545 2.08499 -10.15143  0.335
Cl: 2.20845 0.77007 -9.35087  -0.059
Cl: 2.67938 2.12745 -11.88094  -0.088
Cl: 2.67814 3.64109 -9.39612  -0.077
Cl: 4.85584 1.80137 -9.97778  -0.104
C: -4.99455 -5.76673 2.41064  -0.012
Cl: -3.92382 -7.19070 2.39052  -0.092
Cl: -6.52259 -6.16088 1.58343  -0.100
Cl: -5.33457 -5.30312 4.09704  0.091
Cl: -4.19721 -4.41223 1.57157  0.071
C: -4.92259 5.07262 -0.56305  0.056
Cl: -3.90633 3.80134 -1.28805  -0.013
Cl: -6.48078 4.37146 -0.05813  0.012
Cl: -4.09253 5.75917 0.85616  -0.117
Cl: -5.21070 6.35851 -1.76219  0.031
C: -8.52259 0.79839 -0.52285  0.251
Cl: -9.41959 -0.51653 0.27771  -0.097
Cl: -8.94866 0.84085 -2.25236  -0.091
Cl: -8.94990 2.35448 0.23246  -0.111
Cl: -6.77220 0.51477 -0.34920  0.044
C: 0.88041 -7.65744 -5.93456  0.182
Cl: -0.35310 -7.52279 -4.65594  -0.065
Cl: 0.08013 -7.76754 -7.52263  -0.101
Cl: 1.93282 -6.22021 -5.89821  -0.020
Cl: 1.86179 -9.11920 -5.66144  -0.093
C: -7.51959 -5.99201 7.91311  0.249
Cl: -6.44886 -7.41598 7.89298  -0.067
Cl: -9.04763 -6.38616 7.08589  -0.093
Cl: -7.85961 -5.52840 9.59951  -0.088
Cl: -6.72226 -4.63751 7.07404  -0.016
C: 0.58041 9.06156 1.47650  0.322
Cl: 0.62436 7.50992 2.35117  -0.087
Cl: -0.85860 9.98512 1.97734  -0.081
Cl: 2.04831 9.99807 1.85428  -0.077
Cl: 0.50756 8.75311 -0.27679  -0.052
C: 4.18041 -7.09229 0.35342  0.274
Cl: 5.08040 -5.94168 1.37355  -0.040
Cl: 4.52229 -6.75772 -1.36289  -0.092
Cl: 4.68522 -8.75520 0.74637  -0.092
Cl: 2.43372 -6.91456 0.65666  0.003
C: -4.21959 -1.58409 -6.36953  0.233
Cl: -4.69637 0.12306 -6.18823  -0.107
Cl: -2.69220 -1.68050 -7.28184  -0.079
Cl: -3.99640 -2.31265 -4.75897  0.001
Cl: -5.49341 -2.46627 -7.24907  -0.096
C: 8.68041 5.11040 2.28323  0.327
Cl: 9.87083 4.90737 0.97318  -0.089
Cl: 7.04916 5.26839 1.58422  -0.045
Cl: 8.73124 3.68974 3.35732  -0.090
Cl: 9.07040 6.57607 3.21819  -0.101
C: -2.41959 -5.83733 7.77868  0.158
Cl: -0.80282 -5.13544 7.51805  -0.066
Cl: -3.27141 -5.96210 6.21875  0.075
Cl: -2.25408 -7.45967 8.49642  -0.064
Cl: -3.35005 -4.79212 8.88151  -0.071
C: -4.21959 9.33128 -4.40526  0.328
Cl: -3.20334 8.06000 -5.13026  -0.068
Cl: -5.77778 8.63012 -3.90033  -0.094
Cl: -3.38953 10.01784 -2.98605  -0.080
Cl: -4.50771 10.61717 -5.60440  -0.089
C: 5.68041 -3.39337 5.21587  0.276
Cl: 6.87083 -3.59639 3.90582  -0.088
Cl: 4.04916 -3.23537 4.51686  -0.044
Cl: 5.73124 -4.81402 6.28996  -0.085
Cl: 6.07040 -1.92769 6.15083  -0.086
C: -2.71959 -1.61990 5.22607  0.103
Cl: -1.70334 -2.89118 4.50107  -0.025
Cl: -4.27778 -2.32106 5.73100  0.039
Cl: -1.88953 -0.93334 6.64528  -0.097
Cl: -3.00771 -0.33401 4.02693  -0.046
C: -1.51959 -8.49029 12.71226  0.292
Cl: -0.50334 -9.76157 11.98726  -0.102
Cl: -3.07778 -9.19146 13.21718  -0.092
Cl: -0.68953 -7.80374 14.13147  -0.099
Cl: -1.80771 -7.20440 11.51312  -0.004

=====

This record from the Open Molecules 2025 dataset describes a structure of composition C40H38MoN6OSTe at a distorted geometry. The level of theory is wB97M-V/def2-TZVPD.

Output
2S+1 = 2
Strongest force on any atom = 3.82 eV Å⁻¹
Expectation value of S² = 0.761
LUMO level (alpha / beta) = -9.84 / -9.52 eV
Net charge = +3
Orbital gap (alpha / beta) = 5.49 / 6.00 eV

Each line ends with the Mulliken charge.
Atoms and positions in Å:
Mo: -1.92735 0.00407 -0.40340  -0.446
S: -8.54445 0.81987 -3.98610  0.300
N: -7.78735 -0.48903 -3.44790  -0.642
C: -6.69345 -0.12643 -2.79110  0.821
C: -5.76645 -0.98843 -2.12610  -0.073
C: -5.93635 -2.36733 -1.96320  -0.362
C: -4.96485 -3.07213 -1.27280  -1.037
C: -3.85435 -2.40893 -0.76730  -0.092
N: -3.66815 -1.08953 -0.88700  0.075
C: -4.61955 -0.38853 -1.56270  0.343
C: -4.41565 1.02267 -1.61350  0.103
N: -3.26215 1.47027 -1.05410  0.180
C: -3.09095 2.79077 -0.95870  -0.388
C: -4.03745 3.71127 -1.39210  -0.994
C: -5.19385 3.27277 -2.01230  -0.589
C: -5.39105 1.89587 -2.14710  -0.129
C: -6.52685 1.29447 -2.77390  0.846
N: -7.51775 1.91017 -3.40630  -0.645
H: -6.81825 -2.84503 -2.36130  0.618
H: -5.06095 -4.13483 -1.11080  0.464
H: -3.09045 -2.95693 -0.21920  0.479
H: -2.15995 3.12937 -0.51340  0.588
H: -3.85945 4.76487 -1.25390  0.450
H: -5.94855 3.95237 -2.37650  0.607
C: -3.53205 0.60057 4.66760  -1.255
C: -2.19945 0.99327 4.00900  -0.358
C: -2.20535 0.71817 2.61120  0.519
N: -2.23355 0.44547 1.47800  -0.397
H: -3.47155 0.81727 5.73070  0.369
H: -3.72985 -0.46073 4.53900  0.379
H: -4.35635 1.16617 4.24160  0.366
H: -1.37685 0.43367 4.47050  0.288
H: -2.00165 2.05907 4.17200  0.336
C: 6.57245 2.97527 4.44250  -1.518
C: 5.68765 2.33037 3.44270  0.600
C: 5.16875 3.05937 2.37370  -0.948
C: 4.22535 2.50847 1.52450  0.318
C: 3.56605 3.29747 0.44160  -1.376
C: 3.83595 1.17887 1.72070  0.955
Te: 1.93825 0.55687 0.96730  0.771
N: -0.10185 0.64967 -0.39370  -0.579
C: 0.74605 0.77227 -1.35050  1.390
O: 2.00625 1.00917 -1.04750  -0.665
C: 0.29085 0.56997 -2.72140  -0.052
C: -0.95305 -0.06363 -2.89130  0.252
C: -1.47055 -0.25293 -4.15670  -0.521
C: -0.75685 0.20097 -5.26180  -0.673
C: 0.49285 0.78147 -5.10670  -0.775
C: 1.02015 0.97027 -3.83920  -0.396
C: 2.21685 -1.45753 0.35750  1.454
C: 3.42025 -1.84583 -0.23870  0.044
C: 4.50285 -0.88713 -0.61110  -1.556
C: 3.60225 -3.20093 -0.49590  -0.659
C: 2.63875 -4.15133 -0.18940  0.503
C: 2.90975 -5.60463 -0.35200  -1.629
C: 1.40725 -3.70953 0.29710  -1.069
C: 1.17685 -2.37303 0.57750  0.517
C: -0.15835 -1.94823 1.11830  -1.292
C: 4.34895 0.41397 2.77730  0.695
C: 3.84245 -0.96873 3.04720  -1.766
C: 5.28695 0.99947 3.60630  -0.984
H: 6.74145 4.02307 4.21630  0.375
H: 7.53635 2.47147 4.49090  0.360
H: 6.13565 2.89097 5.43800  0.367
H: 5.46255 4.08927 2.24110  0.437
H: 3.63275 4.36477 0.63210  0.541
H: 2.50095 3.01837 0.38630  0.031
H: 4.02435 3.08947 -0.52740  0.304
H: -1.45045 -0.61413 -2.01660  0.696
H: -2.40535 -0.77543 -4.30490  0.589
H: -1.17365 0.06337 -6.24540  0.464
H: 1.06065 1.08107 -5.97380  0.467
H: 1.98665 1.42737 -3.69500  0.564
H: 4.17225 0.15117 -0.53490  0.029
H: 4.81535 -1.07693 -1.63680  0.574
H: 5.38425 -1.02853 0.01420  0.397
H: 4.53805 -3.51523 -0.93140  0.490
H: 3.79685 -5.77493 -0.95490  0.393
H: 2.05965 -6.11663 -0.79810  0.405
H: 3.08285 -6.04833 0.63000  0.338
H: 0.62715 -4.43083 0.48630  0.551
H: -0.69235 -2.80703 1.52670  0.723
H: -0.81835 -1.50693 0.28850  0.617
H: -0.04435 -1.19113 1.90810  0.043
H: 2.74535 -0.98863 3.01460  0.192
H: 4.16585 -1.30683 4.02800  0.491
H: 4.22095 -1.68223 2.31680  0.281
H: 5.67345 0.43817 4.44420  0.516

=====

> strongest force on any atom of number 2 (C40H38MoN6OSTe)?

3.82 eV Å⁻¹